120
Properties=species:S:1:pos:R:3:forces:R:3:mulliken_charge:R:1 method="wB97M-V/def2-TZVPD" smiles="O=S1(=O)CCCC1.O=S1(=O)CCCC1.O=S1(=O)CCCC1.O=S1(=O)CCCC1.O=S1(=O)CCCC1.O=S1(=O)CCCC1.O=S1(=O)CCCC1.O=S1(=O)CCCC1" charge=0 largest_force_ev_per_a=3.7 relative_energy_kj_mol=355.86
O -7.1946 -1.5554 -2.3149 0.7 -1.3 0.9 -0.66
S -6.6681 -2.5295 -1.3478 -2.3 -0.5 1.1 1.11
O -7.6565 -3.3916 -0.6191 2.2 1.5 -1.6 -0.69
C -5.2959 -3.5056 -2.0817 0.9 1.9 -1.1 -0.75
C -4.0397 -3.3479 -1.1812 -0.9 -0.3 2.4 0.18
C -4.5127 -2.6947 0.2234 -1.3 -0.2 -0.6 -0.31
C -5.6581 -1.6645 -0.1126 1.8 -0.1 -1.1 -0.26
H -5.1152 -2.8957 -2.9669 0.1 0.5 -0.1 0.31
H -5.5569 -4.4220 -2.6108 -0.2 -0.5 1.2 0.46
H -3.5350 -4.2944 -0.9876 -0.3 -0.2 0.1 0.55
H -3.2122 -2.7148 -1.5012 -0.6 0.3 -0.8 -0.55
H -3.6508 -2.3342 0.7848 -0.2 0.5 -0.3 -0.05
H -5.0582 -3.3459 0.9065 0.5 -0.9 -0.2 0.35
H -5.1942 -0.8395 -0.6532 -0.1 0.2 -0.3 -0.34
H -6.2716 -1.2089 0.6647 0.0 -0.7 0.2 0.68
O -0.1842 -1.4264 3.0533 -0.4 -1.7 -0.7 -0.71
S -0.7476 -2.7569 2.7390 -0.6 0.3 2.1 1.40
O -1.2029 -3.0821 1.4049 0.8 0.2 -0.4 -0.69
C 0.2949 -4.0693 3.5241 -0.6 -0.2 0.0 -0.95
C -0.3654 -4.3543 4.9189 -0.3 0.8 -0.6 -0.58
C -1.8999 -4.2119 4.8089 -0.3 -0.3 -0.8 -0.86
C -2.2305 -3.0480 3.8405 1.4 0.0 0.3 -0.41
H 1.3733 -3.9109 3.5280 -0.2 0.8 0.2 0.45
H 0.2090 -4.8968 2.8199 -0.5 -0.3 0.2 0.41
H -0.0027 -5.3052 5.3091 -0.3 0.0 -0.1 0.39
H -0.1648 -3.5875 5.6672 1.0 0.1 -0.2 0.26
H -2.3677 -4.0155 5.7737 0.3 0.1 0.1 0.38
H -2.3878 -5.1209 4.4571 0.2 -0.1 -0.2 0.34
H -2.2365 -2.0922 4.3645 -0.6 0.0 0.0 0.36
H -3.1145 -3.2444 3.2338 0.2 0.4 0.0 0.14
O -4.1515 -0.6199 -4.0333 1.0 0.6 -0.3 -0.79
S -3.2887 0.4012 -3.4637 -0.8 -0.4 1.2 0.93
O -2.9545 0.2265 -2.0497 0.6 -0.1 -0.8 -0.31
C -1.7913 0.8910 -4.4530 -1.3 0.2 0.4 -0.24
C -2.3364 2.1388 -5.2029 0.8 -0.1 0.7 -0.75
C -3.0891 2.9744 -4.1647 -0.8 0.3 -0.8 -0.71
C -4.0773 2.0102 -3.5295 0.0 -0.1 0.6 -0.62
H -1.3981 0.0604 -5.0391 -0.2 0.1 0.0 0.59
H -1.1035 1.1682 -3.6542 0.2 0.1 -0.2 -0.13
H -1.5030 2.7437 -5.5601 -0.1 -0.3 -0.5 0.35
H -3.0375 1.8482 -5.9853 0.3 0.0 -0.2 0.39
H -3.7037 3.7300 -4.6540 0.2 0.1 -0.3 0.39
H -2.4044 3.5676 -3.5585 -0.1 -0.6 0.6 0.30
H -4.9983 1.8941 -4.1009 0.1 0.1 -0.2 0.48
H -4.3384 2.1861 -2.4859 0.0 0.2 -0.1 0.20
O 7.6205 1.0462 3.3571 -1.2 -0.8 -0.2 -0.64
S 7.1426 -0.2783 2.9648 2.7 0.0 -1.4 1.06
O 8.0116 -1.3871 3.4248 -2.2 1.1 -0.7 -0.66
C 5.3688 -0.5105 3.2578 -0.7 -0.2 -0.8 -0.18
C 4.7965 -1.1496 1.9532 1.0 0.3 -1.0 0.16
C 5.4834 -0.3982 0.7753 0.4 0.3 0.4 -0.26
C 6.9741 -0.3553 1.0258 0.1 -0.5 2.1 -0.93
H 4.9224 0.4829 3.3036 0.3 0.1 0.3 -0.14
H 5.2355 -1.0333 4.2049 -0.1 -0.1 -0.2 0.54
H 5.0232 -2.2086 1.8302 -0.2 -0.1 0.4 0.39
H 3.7633 -0.9575 1.6639 -0.4 -0.4 1.2 -0.48
H 5.0429 0.5988 0.7691 0.2 0.3 -0.2 0.01
H 5.2980 -0.8715 -0.1889 -0.3 -0.1 0.1 0.35
H 7.5767 0.4482 0.6022 -0.2 -0.1 0.1 0.47
H 7.3845 -1.3460 0.8303 0.3 0.2 -0.2 0.36
O 6.1548 2.1012 -3.7704 -2.1 0.6 0.9 -0.66
S 4.8416 2.6105 -3.3200 0.4 -1.2 -3.1 1.13
O 4.7798 3.5188 -2.2293 -0.2 0.4 1.2 -0.61
C 4.0065 3.3455 -4.8217 -0.2 0.2 0.7 -0.76
C 3.0197 2.2837 -5.3951 1.7 -0.1 0.0 -1.02
C 2.4264 1.4715 -4.2043 0.8 2.0 0.6 -0.27
C 3.6332 1.2153 -3.2117 0.1 -1.0 -1.7 -0.40
H 4.8340 3.7977 -5.3684 0.1 -0.9 -0.7 0.47
H 3.4551 4.2620 -4.6119 -0.3 -0.2 1.0 0.34
H 2.2857 2.7878 -6.0238 -0.2 -0.2 0.2 0.37
H 3.5797 1.6099 -6.0436 0.0 -0.1 -0.1 0.38
H 1.9530 0.5618 -4.5735 0.1 0.0 0.4 0.45
H 1.7103 2.1694 -3.7705 -0.4 -0.4 0.3 0.17
H 4.0833 0.4021 -3.7812 0.9 0.0 0.2 0.33
H 3.5335 0.7584 -2.2272 -0.5 0.7 0.2 0.09
O -3.1516 0.9992 4.1958 0.2 -0.3 1.6 -0.76
S -3.4366 0.5633 2.8760 0.0 2.0 -3.1 1.07
O -4.1350 -0.6538 2.5565 0.1 -0.5 0.5 -0.52
C -4.2416 1.9481 1.9779 0.7 -0.1 0.9 -1.07
C -3.5150 2.0158 0.6245 -2.2 0.6 1.2 0.25
C -2.0419 1.9554 0.9634 -0.2 -0.3 -0.4 -0.10
C -1.9163 0.7154 1.8306 0.1 -1.3 0.1 0.51
H -3.9110 2.8070 2.5620 -0.1 0.1 0.1 0.44
H -5.3305 1.9231 2.0199 0.1 -0.4 -0.3 0.47
H -3.9109 1.2052 0.0126 0.6 -0.2 -0.2 -0.57
H -3.8985 2.9426 0.1977 0.6 0.2 -0.4 0.57
H -1.6488 2.8102 1.5137 -0.3 0.3 -0.2 0.40
H -1.5531 1.8860 -0.0083 0.6 -0.3 0.3 -0.25
H -1.0343 0.5759 2.4557 -0.2 0.5 0.1 0.30
H -1.9407 -0.1802 1.2098 -0.1 -0.1 -0.2 -0.71
O 2.4236 5.2743 4.1206 0.5 -0.2 0.2 -0.66
S 1.4868 4.4195 3.4564 -2.6 0.2 -1.8 1.14
O 0.1321 4.9708 3.1775 1.7 -1.2 1.1 -0.66
C 2.0127 3.8887 1.7730 0.5 -1.0 0.5 -0.85
C 2.2355 2.3327 1.8554 0.7 0.9 -0.4 1.08
C 2.4447 1.9154 3.3177 -0.8 0.2 -0.4 -0.67
C 1.4561 2.6927 4.1979 0.7 0.9 -0.5 -0.92
H 2.9206 4.4334 1.5142 0.1 -0.1 0.1 0.41
H 1.2227 4.1906 1.0855 0.0 -0.1 0.3 0.44
H 1.4647 1.7573 1.3427 -0.4 0.2 0.3 -0.70
H 3.1537 2.0612 1.3346 0.1 0.2 -0.3 -0.15
H 3.4658 2.1547 3.6146 0.0 0.1 0.1 0.27
H 2.3105 0.8351 3.3721 -0.1 0.0 0.4 0.38
H 1.8496 2.7378 5.2133 -0.5 0.2 0.1 0.51
H 0.4081 2.4031 4.1207 0.1 -0.2 0.1 0.33
O 2.1560 -3.0665 0.3836 0.3 -0.1 -0.3 -0.61
S 2.0031 -2.2861 -0.8182 -2.6 2.4 -0.9 1.18
O 3.0779 -2.0725 -1.7625 0.1 -0.5 0.2 -0.68
C 0.3523 -2.7132 -1.7249 0.8 -0.7 1.3 -1.01
C -0.5191 -1.4447 -1.8286 1.2 -0.3 -0.3 1.00
C 0.3580 -0.2032 -1.5300 0.4 -0.2 0.4 0.71
C 1.3262 -0.5676 -0.3764 -0.2 -1.1 -0.1 0.10
H -0.1071 -3.4041 -1.0180 0.0 0.1 0.2 0.40
H 0.5084 -3.3451 -2.5992 0.4 0.6 -0.3 0.50
H -0.8808 -1.3308 -2.8505 -0.3 -0.2 0.2 0.32
H -1.3382 -1.6027 -1.1270 0.0 0.6 -0.1 -1.30
H -0.2496 0.6907 -1.3885 -0.2 -0.2 0.7 -0.23
H 0.9225 0.0903 -2.4150 0.3 -0.4 -0.1 -0.54
H 0.8175 -0.7744 0.5652 -0.4 0.1 0.0 -0.23
H 2.1335 0.1205 -0.1256 0.2 -0.1 -0.5 0.32